Below is a single C2H4Br2 molecule, with properties calculated with ωB97M-V/def2-TZVPD.

XYZ file:
```
8
Properties=species:S:1:pos:R:3:forces:R:3:mulliken_charge:R:1
Br -0.218 -2.081 0.801 0.157 0.469 0.198 -0.124
C 0.339 -0.207 0.655 0.052 0.193 0.075 -0.578
C -0.379 0.468 -0.500 0.052 -0.417 0.162 -0.572
Br 0.560 0.070 -2.175 -0.368 0.336 0.285 -0.128
H 1.421 -0.221 0.559 -0.036 -0.059 -0.338 0.370
H 0.158 0.354 1.574 -0.440 -0.483 0.124 0.328
H -0.490 1.535 -0.322 0.503 0.098 -0.350 0.338
H -1.391 0.082 -0.592 0.081 -0.137 -0.157 0.367
```
Positions in Å, forces in eV/Å.

Calculated values
Highest occupied orbital energy, eV: -10.2
Relative energy (zero: lowest compared OMol25 entry of this formula, charge and spin), eV: 0.2012
Molecular weight, g/mol: 187.862
Net charge: 0

Below is a molecular structure, C27H49HfO5 at a distorted geometry, with properties calculated with ωB97M-V/def2-TZVPD.

XYZ file:
```
82
Properties=species:S:1:pos:R:3:forces:R:3:mulliken_charge:R:1
Hf 0.259 0.767 -0.493 -0.914 1.623 -0.580 1.860
C 2.138 1.839 -3.046 0.317 0.216 0.140 -0.850
C 3.061 1.908 -1.834 0.074 -0.204 -0.298 -0.558
O 2.302 1.990 -0.600 -0.737 -0.362 -0.082 -0.531
C 2.170 3.311 -0.022 -0.141 0.267 0.101 -0.741
C 1.056 4.073 -0.705 0.254 -0.056 -0.099 -0.419
O -0.105 3.209 -0.768 0.266 -0.248 0.377 -0.471
C -1.355 3.772 -0.318 -0.282 -0.109 0.111 -1.077
C -1.793 2.975 0.892 0.182 0.330 -0.029 -0.527
O -1.649 1.558 0.614 0.362 -0.141 -0.594 -0.387
C -2.829 0.877 0.116 -0.113 -0.187 -0.183 -0.533
C -2.885 0.923 -1.398 -0.163 0.086 0.206 -1.134
O -1.547 0.635 -1.893 0.218 0.061 0.285 -0.177
C -1.367 1.091 -3.260 0.271 0.066 -0.276 -0.820
C 0.040 0.747 -3.693 -0.384 -0.223 -0.058 -0.865
O 0.937 1.152 -2.627 -0.222 -0.287 0.466 -0.411
H 2.629 1.280 -3.843 -0.048 -0.055 -0.002 0.569
H 1.861 2.822 -3.429 -0.121 -0.023 0.031 0.473
H 3.737 2.757 -1.916 -0.021 0.040 0.067 0.550
H 3.663 1.006 -1.764 -0.039 -0.009 0.061 0.306
H 3.109 3.856 -0.106 0.076 -0.107 0.019 0.558
H 1.957 3.150 1.036 -0.006 -0.040 -0.010 0.138
H 1.327 4.358 -1.722 -0.065 0.027 -0.003 0.200
H 0.838 4.979 -0.141 -0.046 0.005 0.006 0.648
H -2.072 3.703 -1.135 0.044 0.005 -0.051 0.182
H -1.245 4.824 -0.060 0.047 0.009 -0.013 0.682
H -2.821 3.204 1.170 -0.030 -0.104 0.014 0.596
H -1.151 3.181 1.748 0.011 -0.059 0.000 0.327
H -3.731 1.304 0.550 0.032 0.055 0.051 0.838
H -2.729 -0.150 0.452 -0.041 0.041 0.088 -0.228
H -3.192 1.898 -1.777 0.095 0.023 -0.031 0.432
H -3.587 0.177 -1.773 0.061 -0.046 -0.013 0.762
H -1.528 2.171 -3.289 -0.052 -0.011 0.081 0.399
H -2.087 0.597 -3.912 -0.036 -0.025 0.055 0.520
H 0.273 1.280 -4.614 0.078 0.047 0.034 0.721
H 0.162 -0.323 -3.861 0.092 -0.006 0.043 0.235
C 1.000 -0.380 1.212 0.319 -0.911 0.384 -0.565
C 0.645 -1.354 0.099 0.645 -0.031 0.215 0.979
C -0.658 -1.889 0.492 0.163 -0.020 0.037 0.317
C -1.027 -1.302 1.717 -0.094 0.040 -0.012 -1.018
C -0.039 -0.450 2.198 0.181 0.059 -0.141 -0.131
C 0.014 0.201 3.549 -0.153 0.275 -0.046 1.496
C 0.995 1.381 3.558 -0.032 -0.158 0.070 -1.493
C -1.379 0.673 3.990 0.058 -0.113 -0.039 -1.320
C 0.511 -0.888 4.524 -0.003 -0.022 -0.082 -1.747
C -1.546 -2.976 -0.095 -0.111 0.074 -0.264 1.894
C -1.322 -4.228 0.787 0.019 0.051 0.044 -1.592
C -1.288 -3.294 -1.572 0.022 -0.061 0.171 -1.709
C -3.044 -2.621 0.012 0.085 -0.012 0.012 -1.671
C 1.846 -2.066 -0.626 0.063 -0.135 -0.134 2.062
C 1.974 -3.517 -0.140 -0.066 0.077 0.007 -1.696
C 1.744 -2.037 -2.164 0.007 -0.128 0.162 -1.111
C 3.183 -1.392 -0.262 -0.125 -0.190 0.038 -1.727
H 2.024 -0.261 1.539 0.038 0.161 -0.134 1.020
H -1.929 -1.551 2.256 -0.008 0.059 -0.035 0.709
H 0.786 2.078 2.736 -0.017 0.054 0.028 0.028
H 2.031 1.048 3.483 0.001 0.031 -0.077 0.362
H 0.902 1.929 4.494 0.004 0.023 -0.015 0.516
H -1.780 1.431 3.314 -0.018 0.017 0.028 0.087
H -1.323 1.105 4.989 -0.007 0.008 -0.002 0.508
H -2.084 -0.159 4.035 -0.026 0.044 0.019 0.363
H 1.476 -1.289 4.211 0.001 -0.014 0.034 0.363
H -0.207 -1.705 4.592 0.032 -0.018 0.015 0.380
H 0.626 -0.452 5.517 -0.001 0.008 0.004 0.490
H -0.276 -4.515 0.856 -0.002 -0.022 -0.019 0.312
H -1.878 -5.062 0.360 -0.013 0.006 -0.004 0.464
H -1.690 -4.054 1.798 -0.013 -0.032 -0.004 0.379
H -0.337 -3.790 -1.742 -0.016 0.059 -0.021 0.224
H -1.342 -2.383 -2.177 -0.006 -0.030 -0.051 0.114
H -2.064 -3.971 -1.927 -0.011 0.004 -0.008 0.588
H -3.367 -2.378 1.024 0.004 0.022 -0.011 0.279
H -3.619 -3.493 -0.296 -0.028 0.010 -0.004 0.624
H -3.318 -1.810 -0.667 -0.008 -0.033 -0.018 0.295
H 1.215 -4.167 -0.565 0.019 -0.020 0.029 0.303
H 1.914 -3.563 0.949 0.020 -0.050 0.001 0.358
H 2.946 -3.910 -0.441 -0.010 -0.018 -0.002 0.545
H 0.737 -2.225 -2.523 0.033 0.053 -0.047 -0.072
H 2.387 -2.812 -2.585 0.022 0.063 -0.029 0.645
H 2.106 -1.083 -2.557 -0.021 0.062 -0.056 0.053
H 3.501 -1.666 0.744 0.005 0.120 0.031 0.374
H 3.157 -0.303 -0.328 0.037 0.018 0.014 -0.091
H 3.951 -1.754 -0.946 -0.006 0.023 0.000 0.546
```
Positions in Å, forces in eV/Å.

Calculated values
Highest occupied orbital energy, eV: -17.5
Molecular weight, g/mol: 632.174
Net charge: +3

Below is a gas-phase ion, C23H40F8N3O5P2 (charge +1) at a distorted geometry, with properties calculated with ωB97M-V/def2-TZVPD.

XYZ file:
```
81
Properties=species:S:1:pos:R:3:forces:R:3:mulliken_charge:R:1
C 0.879 5.137 1.987 0.114 0.083 -0.005 -1.433
C 1.488 4.230 0.929 -0.231 0.139 -0.228 -0.481
C 0.461 3.272 0.292 -0.200 0.066 -0.312 1.372
C -0.294 4.039 -0.800 0.419 -0.088 -0.148 -1.499
C 1.166 2.041 -0.320 0.658 0.153 -0.108 -1.227
C 0.770 1.479 -1.695 -0.048 -0.741 -0.303 -0.402
C 1.800 1.855 -2.772 -0.242 -0.168 -0.252 -0.669
C 1.175 2.022 -4.162 0.272 0.118 0.110 -1.569
C 0.554 -0.098 -1.463 -0.006 1.298 0.261 3.683
C 1.141 -0.994 -2.571 -0.019 -0.578 0.099 -1.386
C 0.438 -2.313 -2.964 0.251 -0.167 -0.064 -2.013
N 1.008 -3.488 -2.286 -0.464 0.246 0.236 0.652
C -0.042 -4.304 -1.634 -0.236 -0.255 -0.014 -0.696
C 0.542 -5.359 -0.686 0.076 0.153 -0.054 -1.343
C 1.711 -4.339 -3.230 -0.112 -0.214 -0.373 0.485
C 3.168 -4.527 -2.965 0.030 -0.390 -0.220 -1.318
O 1.143 -4.836 -4.172 0.197 0.268 0.373 -0.537
P -1.247 -0.342 -1.172 -0.071 -0.932 0.449 0.553
O -1.493 -1.522 -0.329 0.108 0.349 -0.342 -0.849
O -1.713 1.020 -0.475 -0.161 0.103 -0.366 -0.533
O -1.932 -0.361 -2.604 -0.081 0.242 0.150 -0.572
C 1.102 -0.288 -0.072 -0.326 -0.006 0.401 -1.723
P 1.569 -1.926 0.667 1.242 -0.696 -0.444 0.932
N 2.971 -2.411 0.178 -0.422 0.671 0.154 -0.779
N 1.294 0.824 0.549 -0.380 0.100 0.029 0.669
C 1.712 0.932 1.966 0.095 -0.309 0.158 -1.627
C 0.633 0.610 2.998 -0.163 0.135 -0.073 -0.481
O -0.371 1.605 3.015 0.121 0.057 -0.188 -0.346
C -1.697 1.152 2.946 -0.076 0.288 -0.015 -0.795
C -2.192 0.533 4.245 0.053 0.270 0.158 0.959
F -1.765 -0.760 4.364 0.021 -0.015 -0.079 -0.332
F -1.681 1.213 5.293 -0.017 -0.101 -0.007 -0.319
C -3.733 0.560 4.402 0.089 -0.275 -0.124 0.503
F -4.057 -0.173 5.478 -0.014 0.013 0.137 -0.288
F -4.091 1.839 4.607 -0.055 0.053 -0.029 -0.286
C -4.564 0.019 3.212 -0.230 -0.005 0.180 0.706
F -4.316 0.798 2.124 0.091 -0.099 0.073 -0.259
F -5.854 0.172 3.544 -0.034 0.081 -0.117 -0.293
C -4.322 -1.470 2.844 0.126 0.286 -0.361 0.249
F -5.093 -2.231 3.623 -0.041 -0.174 0.149 -0.280
F -4.695 -1.629 1.553 -0.135 -0.074 -0.010 -0.261
H 0.119 5.783 1.549 -0.096 -0.032 0.052 0.350
H 1.638 5.794 2.407 0.025 0.006 0.057 0.429
H 0.429 4.571 2.802 -0.029 -0.059 0.022 0.263
H 1.869 4.859 0.118 0.186 -0.046 0.009 0.411
H 2.357 3.699 1.317 -0.001 -0.044 0.143 0.451
H -0.266 2.974 1.040 -0.039 -0.283 0.221 -0.759
H 0.388 4.282 -1.620 -0.012 0.034 -0.014 0.338
H -0.658 4.985 -0.410 -0.196 -0.025 0.038 0.504
H -1.110 3.460 -1.225 -0.215 0.133 0.126 0.243
H 2.209 2.361 -0.425 0.072 -0.068 0.002 0.852
H -0.178 1.850 -2.069 -0.012 0.322 0.309 0.518
H 2.244 2.814 -2.505 0.157 -0.058 0.113 0.513
H 2.593 1.109 -2.814 0.185 0.133 0.130 0.442
H 1.952 2.021 -4.924 -0.014 -0.018 -0.065 0.414
H 0.668 2.985 -4.232 -0.169 -0.052 0.005 0.403
H 0.468 1.231 -4.403 -0.087 -0.015 -0.041 0.374
H 2.154 -1.258 -2.265 0.063 -0.034 -0.122 0.475
H 1.243 -0.407 -3.474 -0.134 0.193 0.003 0.586
H 0.562 -2.413 -4.044 -0.062 -0.062 -0.047 0.336
H -0.636 -2.302 -2.803 -0.064 0.108 0.008 0.574
H -0.664 -4.786 -2.395 0.016 -0.010 -0.071 0.617
H -0.707 -3.633 -1.096 0.086 0.124 0.020 0.452
H 0.188 -5.211 0.333 -0.068 -0.064 0.052 0.381
H 0.277 -6.368 -0.991 0.021 -0.034 0.015 0.301
H 1.627 -5.281 -0.653 0.074 -0.048 0.021 0.291
H 3.405 -4.461 -1.909 0.031 0.139 0.051 0.361
H 3.466 -5.487 -3.383 0.110 0.024 0.028 0.403
H 3.707 -3.756 -3.521 0.075 0.117 0.117 0.290
H -2.582 1.315 -0.784 -0.040 0.089 0.379 0.377
H -2.307 0.476 -2.905 0.002 -0.072 -0.226 0.413
H 0.481 -2.758 0.415 -0.192 0.126 0.039 -0.031
H 1.543 -1.708 2.050 -0.411 -0.020 0.009 0.083
H 3.436 -1.797 -0.477 0.237 -0.246 -0.047 0.284
H 2.103 1.926 2.141 -0.089 0.131 -0.117 0.291
H 2.538 0.235 2.110 0.096 0.029 0.002 0.727
H 1.120 0.593 3.975 0.085 -0.104 0.019 0.413
H 0.190 -0.372 2.828 0.024 -0.014 -0.069 0.467
H -1.846 0.445 2.133 0.018 -0.228 -0.165 0.189
H -2.315 2.024 2.738 0.088 0.067 0.027 0.598
H -3.282 -1.776 2.931 0.082 -0.020 0.089 0.210
```
Positions in Å, forces in eV/Å.

Calculated values
Highest occupied orbital energy, eV: -11.4
Molecular weight, g/mol: 652.521
Net charge: +1

Below is a single C4H8O2 molecule at a distorted geometry, with properties calculated with ωB97M-V/def2-TZVPD.

XYZ file:
```
14
Properties=species:S:1:pos:R:3:forces:R:3:mulliken_charge:R:1
O 3.037 -0.259 -0.297 -2.346 2.370 0.965 -0.516
C 2.032 0.369 0.096 1.848 -4.022 -1.165 -0.047
C 0.707 -0.304 0.246 0.088 -0.934 -0.940 -0.358
C -0.497 0.547 -0.037 -1.531 -0.111 -1.392 -0.455
C -1.639 -0.468 0.136 -1.137 0.564 -2.225 -0.543
O -2.878 0.242 -0.167 -2.547 -3.947 -1.124 -0.549
H 1.998 1.368 0.463 0.698 1.396 0.149 0.359
H 0.607 -1.346 -0.296 0.631 2.090 1.209 0.262
H 0.530 -0.374 1.305 0.709 -0.981 0.902 0.257
H -0.661 1.402 0.633 0.305 -0.322 0.116 0.308
H -0.559 0.976 -1.067 0.122 -0.517 0.623 0.309
H -1.502 -1.314 -0.622 -0.095 1.045 0.998 0.335
H -1.693 -0.904 1.124 0.153 -0.048 0.425 0.303
H -3.613 -0.534 -0.486 3.102 3.418 1.458 0.337
```
Positions in Å, forces in eV/Å.

Calculated values
Highest occupied orbital energy, eV: -10.0
Relative energy (zero: lowest compared OMol25 entry of this formula, charge and spin), eV: 2.4205
Molecular weight, g/mol: 88.106
Net charge: 0